1.
Below is a single CH6NO2P molecule in a non-equilibrium geometry, with properties calculated with ωB97M-V/def2-TZVPD.

XYZ file:
```
11
Properties=species:S:1:pos:R:3:forces:R:3:lowdin_charge:R:1
C 1.0293 1.1058 -0.8115 -1.876 -0.652 1.072 -0.20
O 0.2878 0.4012 0.1617 -3.533 -2.383 0.147 -0.46
P -1.3945 -0.3535 -0.3358 3.507 -0.141 2.431 0.87
N -1.6919 -0.9133 1.2512 -1.220 1.354 -1.337 -0.18
O -0.8681 -1.7836 -0.8703 -1.030 0.380 -1.777 -0.31
H 0.6855 0.7137 -1.7670 1.168 0.324 -0.595 0.07
H 2.0144 0.9801 -0.4225 1.200 0.018 -0.976 0.07
H 0.6907 2.0956 -0.6370 0.275 1.528 -0.755 0.06
H -1.0275 -1.5502 1.6182 0.746 -0.495 0.333 0.02
H -1.8119 -0.1155 1.8427 -0.147 0.218 0.762 0.02
H -0.1037 -2.2004 -0.5079 0.910 -0.151 0.695 0.05
```
Positions in Å, forces in eV/Å.

Properties
LUMO (eV): 0.922
Orbital gap (eV): 10.3694
HOMO (eV): -9.45
Spin multiplicity: 1
Structure (SMILES): COP(N)O
Energy above the lowest of the compared OMol25 structures with the same formula, charge and spin (kcal per mole): 37.0
Charge: 0

***

2.
Below is a gas-phase ion, C5H9N2O (charge +1) in a non-equilibrium geometry, with properties calculated with ωB97M-V/def2-TZVPD.

XYZ file:
```
17
Properties=species:S:1:pos:R:3:forces:R:3:lowdin_charge:R:1
C 1.1946 -1.9459 0.3582 -1.347 -1.980 -0.338 0.00
C 0.0506 -0.9629 0.6331 -0.477 -1.436 2.742 -0.34
C 0.2307 0.3023 1.4989 -2.372 -1.103 0.153 0.01
C -0.0030 1.3671 0.4498 -0.743 1.635 1.144 -0.28
O 0.0973 2.5440 0.4957 -0.023 -0.676 -0.444 0.22
N -0.4918 0.6573 -0.8276 0.443 -3.569 4.279 -0.01
C -1.1236 1.3913 -1.8540 -2.232 -0.146 0.070 0.05
N -0.4382 -0.5913 -0.6005 -1.490 2.584 -4.203 0.21
H 2.0050 -2.0906 1.0123 0.417 0.356 1.857 0.08
H 1.7119 -1.6940 -0.5115 0.555 0.642 -1.787 0.07
H 0.7731 -2.9673 0.1809 0.283 0.899 0.083 0.12
H -0.8778 -1.6050 0.9505 1.562 1.015 0.026 0.21
H 1.1745 0.4970 1.8923 1.957 -0.044 0.457 0.11
H -0.4322 0.2334 2.4875 0.864 0.741 -2.499 0.20
H -0.4271 2.1375 -1.9689 1.411 2.109 -1.330 0.08
H -2.0482 1.9148 -1.4776 0.843 -0.746 0.049 0.16
H -1.3956 0.8123 -2.7191 0.350 -0.281 -0.257 0.12
```
Positions in Å, forces in eV/Å.

Properties
LUMO (eV): -6.084
Orbital gap (eV): 9.3863
HOMO (eV): -15.47
Spin multiplicity: 1
Structure (SMILES): C[C@H]1CC(=O)[N+](C)=N1
Energy above the lowest of the compared OMol25 structures with the same formula, charge and spin (kcal per mole): 80.9
Charge: +1

***

3.
Below is a single C5H4FNS molecule in a non-equilibrium geometry, with properties calculated with ωB97M-V/def2-TZVPD.

XYZ file:
```
12
Properties=species:S:1:pos:R:3:forces:R:3:lowdin_charge:R:1
C -1.7999 -0.2807 -0.0775 -0.852 -0.751 -3.878 0.01
C -0.4669 -0.2227 -0.6463 4.341 -0.010 2.347 -0.28
F -0.2592 -0.8415 -1.7960 -0.594 0.416 0.106 0.10
C 0.6705 0.1783 0.0844 -1.010 0.558 0.424 -0.23
C 0.3777 0.7689 1.4282 -1.442 2.125 3.046 -0.18
N 0.0520 1.3266 2.4447 1.684 -2.780 -4.732 0.14
C 2.1102 0.1096 -0.2615 2.052 -1.252 -0.382 -0.60
S 2.8061 -0.0976 -1.7733 -1.236 0.443 1.961 0.64
H -2.0584 -1.3408 -0.0259 -0.400 0.031 -0.375 0.12
H -2.3823 0.2716 -0.8644 -0.349 -0.742 0.903 0.13
H -1.9515 0.1068 0.8533 0.059 1.405 2.300 0.05
H 2.9018 0.0214 0.6343 -2.253 0.558 -1.718 0.10
```
Positions in Å, forces in eV/Å.

Properties
LUMO (eV): -1.329
Orbital gap (eV): 7.7169
HOMO (eV): -9.05
Spin multiplicity: 1
Structure (SMILES): C/C(F)=C(\C#N)C=S
Energy above the lowest of the compared OMol25 structures with the same formula, charge and spin (kcal per mole): 54.9
Charge: 0

***

4.
Below is a molecular structure, C15H15NO12S2 in a non-equilibrium geometry, with properties calculated with ωB97M-V/def2-TZVPD.

XYZ file:
```
45
Properties=species:S:1:pos:R:3:forces:R:3:lowdin_charge:R:1
N 1.0135 -0.6712 -0.5132 0.772 -3.785 -0.091 0.10
C 1.8008 -1.9377 -0.7929 5.182 1.057 1.978 -0.29
O 3.1116 -1.9651 -0.4364 -7.941 0.127 -2.113 -0.09
C 1.1827 -3.2830 -1.5589 -0.223 0.443 1.112 -0.06
C -0.4364 -3.5018 -1.2473 1.208 -1.250 -1.913 -0.24
O -0.8045 -3.2784 0.1592 -1.553 0.074 -1.590 -0.37
S -2.2143 -2.3340 0.3223 -2.190 -0.855 5.601 0.92
O -2.9379 -2.7871 1.6479 3.110 1.150 -5.276 -0.43
O -3.3607 -2.6325 -0.9050 1.785 0.573 0.036 -0.78
S -3.3576 -1.1660 -1.8395 0.903 -0.075 -0.032 0.73
H -0.0080 -0.7800 -0.7107 1.454 0.184 0.460 0.04
H 1.2020 -0.2784 0.4350 -0.079 -0.676 -1.169 0.10
H 1.7919 -4.2160 -1.1471 -1.204 2.296 -0.826 0.14
H 1.3652 -3.2067 -2.7210 -0.506 -0.079 2.363 0.13
H -0.6564 -4.6488 -1.4749 0.284 2.591 0.355 0.15
H -1.0099 -2.8402 -2.0234 0.754 -1.161 1.706 0.10
H -1.9813 -0.7811 -1.8089 -1.611 -0.695 -0.058 -0.13
C 3.1028 2.1763 -4.7245 -0.014 0.387 -0.129 0.08
C 2.4773 1.2031 -4.0594 1.147 -1.570 -0.107 -0.20
C 1.1592 1.4358 -3.4065 -0.846 -0.026 0.490 -0.29
O 0.5997 0.5170 -2.8185 0.344 0.450 -0.911 0.06
C 0.5761 2.7838 -3.4922 0.023 -0.418 0.159 0.08
C 1.2035 3.7578 -4.1544 -1.171 1.571 0.201 -0.21
C 2.5078 3.5175 -4.8304 1.000 0.178 -0.608 -0.31
O 3.0515 4.4276 -5.4470 -0.662 -0.472 0.547 0.11
O 0.6624 5.0277 -4.2365 1.336 -1.485 -0.324 0.08
O 3.0316 -0.0592 -3.9534 -1.422 1.446 0.217 0.08
H 4.0602 2.0204 -5.2057 -0.068 0.012 0.030 0.14
H -0.3736 2.9440 -2.9981 0.050 0.002 -0.032 0.14
H 1.3024 5.5500 -4.7676 -0.252 -0.210 0.202 0.12
H 2.3887 -0.5831 -3.4275 0.359 0.251 -0.132 0.10
C -0.6271 1.2153 5.9934 -0.263 0.039 0.204 0.08
C -0.1003 0.7279 4.8684 1.763 0.625 0.029 -0.21
C -0.9039 -0.1137 3.9392 -0.463 -0.598 -0.644 -0.30
O -0.3981 -0.5317 2.9036 0.035 0.438 0.539 0.09
C -2.2942 -0.4175 4.3122 0.323 -0.032 -0.315 0.08
C -2.8198 0.0672 5.4390 -1.753 -0.661 0.036 -0.20
C -2.0246 0.9312 6.3540 0.197 0.603 0.901 -0.31
O -2.5409 1.3770 7.3733 0.137 -0.464 -0.814 0.11
O -4.1249 -0.2166 5.7970 1.827 0.832 0.184 0.08
O 1.2134 0.9885 4.5242 -1.782 -0.741 -0.241 0.08
H -0.0550 1.8303 6.6768 -0.042 -0.036 -0.047 0.14
H -2.8615 -1.0450 3.6368 0.042 -0.032 -0.018 0.12
H -4.2687 0.2492 6.6496 0.059 -0.188 -0.353 0.12
H 1.3552 0.5276 3.6688 -0.046 0.175 0.393 0.11
```
Positions in Å, forces in eV/Å.

Properties
LUMO (eV): -1.855
Orbital gap (eV): 8.0247
HOMO (eV): -9.88
Spin multiplicity: 1
Charge: 0

***

5.
Below is a single C2H3NO2S molecule in a non-equilibrium geometry, with properties calculated with ωB97M-V/def2-TZVPD.

XYZ file:
```
9
Properties=species:S:1:pos:R:3:forces:R:3:lowdin_charge:R:1
O -0.9045 1.8676 0.2314 0.816 -1.861 -0.324 0.06
C -1.2841 0.7994 -0.2102 -2.052 3.215 -0.161 -0.20
C -0.7574 -0.5874 -0.1455 -0.672 -2.532 3.515 -0.51
O -1.6359 -1.4493 -0.0395 1.186 1.164 -1.316 0.08
N 0.4823 -0.8322 0.4714 0.766 -1.287 -3.065 -0.31
S 1.7991 0.1050 -0.2195 -0.011 0.593 2.224 0.74
H -2.3463 0.7871 -0.5380 0.341 -0.470 -0.348 0.13
H 0.7859 -1.8173 0.2669 -0.995 0.922 0.872 0.10
H 1.9711 0.5579 1.0817 0.623 0.256 -1.398 -0.09
```
Positions in Å, forces in eV/Å.

Properties
LUMO (eV): -0.754
Orbital gap (eV): 9.1568
HOMO (eV): -9.91
Spin multiplicity: 1
Structure (SMILES): O=CC(=O)NS
Energy above the lowest of the compared OMol25 structures with the same formula, charge and spin (kcal per mole): 54.9
Charge: 0

***

6.
Below is 2 unconnected molecules or ions with the total composition C2H4ClO2S in a non-equilibrium geometry, with properties calculated with ωB97M-V/def2-TZVPD.

XYZ file:
```
10
Properties=species:S:1:pos:R:3:forces:R:3:lowdin_charge:R:1
C -1.7302 0.0254 -0.2763 5.251 -1.548 -2.586 -0.01
C 0.3052 -0.3497 0.1920 -3.214 0.849 1.066 -0.78
O 1.7346 1.7383 0.6652 -0.047 -0.423 -0.328 -0.60
O 2.8638 -0.2219 -0.4514 -0.815 0.727 0.169 -0.62
S 1.7209 0.7570 -0.4704 0.442 -0.086 -0.212 0.56
Cl 0.5990 -2.0670 0.0453 -0.162 -0.452 -0.153 0.46
H -1.7031 0.0742 -1.4032 -0.291 0.154 1.494 0.04
H -1.7991 0.8759 0.2716 -0.454 2.792 1.063 -0.04
H -2.2653 -0.7582 0.1429 -0.755 -1.632 0.540 -0.03
H 0.2743 -0.0738 1.2842 0.045 -0.381 -1.054 0.02
```
Positions in Å, forces in eV/Å.

Properties
LUMO (eV): 3.738
Orbital gap (eV): 7.2586
HOMO (eV): -3.52
Spin multiplicity: 1
Energy above the lowest of the compared OMol25 structures with the same formula, charge and spin (kcal per mole): 41.8
Charge: -1

***

7.
Below is a molecular structure, C17H33N2O28Tl in a non-equilibrium geometry, with properties calculated with ωB97M-V/def2-TZVPD.

XYZ file:
```
81
Properties=species:S:1:pos:R:3:forces:R:3:lowdin_charge:R:1
Tl -0.0791 0.5349 -0.2611 0.185 -0.437 -0.055 1.14
N -3.3519 3.0777 0.9164 -2.576 3.236 1.469 -0.68
O -2.6561 2.1650 0.7804 4.097 -5.855 -0.393 0.05
O -4.0379 3.1749 1.9577 -0.739 0.468 0.417 -0.03
O -3.3608 3.9310 0.0524 -0.663 2.077 -1.258 0.06
N -0.7703 -2.7422 -1.0145 1.440 0.479 1.769 -0.64
O -1.2795 -3.7869 -1.3302 -1.768 -3.632 0.648 -0.05
O -0.5749 -1.9815 -1.9390 0.965 2.945 -0.628 -0.08
O -0.3923 -2.5106 0.2047 -0.527 -0.055 -1.971 -0.11
O 2.1513 1.9838 0.7064 0.292 0.836 0.066 -0.40
H 3.0518 2.2748 0.4637 -0.488 -0.415 -0.030 -0.07
O -1.4135 -0.0437 -4.3271 1.159 -3.402 -0.569 0.15
C -1.7846 1.1029 -3.9022 -1.119 2.898 2.559 -0.87
O -2.1631 2.0149 -4.6030 -0.681 1.423 -3.189 0.09
O -1.8471 1.3782 -2.6787 0.910 -1.166 1.694 0.09
H -1.5925 -0.1342 -5.2659 -0.051 0.359 -0.210 0.13
O 1.3950 4.3924 0.0627 -0.808 3.775 -0.301 0.10
C 0.2365 4.4500 -0.5922 2.510 2.344 -0.794 -0.82
O -0.2958 3.4176 -0.8575 -2.660 -4.275 -0.530 0.14
O -0.2282 5.4552 -1.1703 0.468 1.104 0.777 0.11
H 1.5837 3.5062 0.3800 0.501 -2.787 0.765 0.00
C -4.1139 -0.0235 4.3166 0.299 1.804 1.176 -0.05
O -2.9316 -0.5589 3.7145 -0.874 -0.818 -0.260 0.02
C -1.8848 0.2296 3.5121 1.719 1.585 -2.032 -0.51
O -1.0038 0.0105 2.6851 -2.132 0.257 2.453 0.08
O -1.9408 1.3763 4.2835 -1.412 -2.442 -0.595 -0.05
C -1.0089 2.3639 4.0462 1.047 1.285 -0.381 -0.07
H -4.9574 -0.6857 4.5118 0.803 -0.910 -0.363 0.08
H -4.5605 0.8350 3.8150 0.451 -0.083 -0.830 0.09
H -3.7771 0.4246 5.2514 -0.375 -0.255 0.395 0.08
H -0.0193 2.0167 4.3433 0.098 0.322 0.314 0.09
H -1.4080 3.2244 4.5831 0.518 -0.018 0.396 0.10
H -0.9004 2.7265 3.0240 -0.388 -0.610 -0.375 0.10
C 3.4804 3.1588 -2.3623 -0.644 0.991 -0.086 -0.04
O 3.3434 2.3435 -3.5292 -0.549 -1.737 0.163 -0.03
C 2.4001 1.3143 -3.5388 -0.389 0.775 -1.120 -0.51
O 1.5269 1.0691 -2.7632 0.995 0.274 0.061 0.11
O 2.5340 0.7251 -4.7661 0.739 -0.199 -0.460 -0.04
C 1.9804 -0.5975 -5.0557 0.217 0.561 1.579 0.00
H 3.4464 2.6413 -1.4036 -0.172 -0.252 -0.354 0.07
H 2.7280 3.9470 -2.3881 -0.514 -0.336 0.283 0.10
H 4.3868 3.7572 -2.4547 0.441 -0.623 -0.209 0.08
H 0.9097 -0.6034 -4.8517 0.082 -0.084 -0.102 0.08
H 2.4793 -1.3032 -4.3915 -0.216 -0.069 0.222 0.08
H 2.2444 -0.9283 -6.0602 -0.082 0.783 -0.126 0.08
C 2.4273 -3.7430 -2.2378 -0.195 -0.260 -0.221 -0.01
O 3.5199 -2.9899 -1.7701 1.077 -3.928 -1.364 0.02
C 3.4018 -1.8792 -1.1861 -4.137 3.637 0.562 -0.67
O 2.3724 -1.2100 -1.1010 1.985 -0.977 0.170 0.08
O 4.5940 -1.5844 -0.7846 2.190 0.860 0.541 0.02
C 4.8531 -0.4389 -0.0026 0.244 0.146 0.554 -0.02
H 2.7988 -4.7651 -2.3110 0.075 0.026 -0.137 0.09
H 2.2173 -3.3636 -3.2378 -0.748 -0.169 0.179 0.09
H 1.5977 -3.7631 -1.5311 -0.182 0.509 -0.310 0.10
H 5.9081 -0.2302 -0.1805 -0.019 0.091 0.143 0.09
H 4.7035 -0.7446 1.0329 -0.004 0.379 0.155 0.09
H 4.2606 0.4506 -0.2165 -0.374 -0.347 -0.210 0.08
C -5.8283 -1.9478 1.2134 0.837 -0.244 -1.506 -0.06
O -4.5413 -1.2986 1.0633 0.744 1.280 -0.431 -0.04
C -3.8263 -1.0685 -0.1468 1.506 -1.726 0.778 -0.47
O -2.6594 -0.7158 -0.2177 -3.568 -0.340 0.679 0.05
O -4.5627 -1.5740 -1.1338 -0.747 -0.894 -0.883 -0.02
C -4.0155 -1.7873 -2.4695 0.739 1.234 0.022 0.00
H -5.9979 -2.1109 2.2777 0.296 0.083 -0.129 0.08
H -5.8105 -2.8803 0.6493 0.179 -0.377 0.359 0.08
H -6.6920 -1.4523 0.7700 0.233 0.810 0.107 0.08
H -3.0500 -2.2893 -2.5308 0.215 0.193 0.839 0.08
H -3.9125 -0.7772 -2.8660 0.168 -0.176 -0.391 0.09
H -4.6558 -2.3880 -3.1155 -0.744 0.175 0.686 0.08
C 1.1802 -3.3111 2.9271 -1.024 0.506 0.014 0.01
O 2.1287 -2.3369 3.3671 1.139 -4.937 2.158 0.02
C 2.1844 -1.1441 3.0215 -2.413 4.561 -5.326 -0.57
O 1.4708 -0.6844 2.0700 3.414 -0.742 4.015 0.01
O 3.1820 -0.5667 3.7711 -1.211 -0.898 -0.836 -0.03
C 3.5094 0.7870 3.5963 0.498 0.577 -0.506 -0.08
H 0.3031 -3.0900 3.5353 -0.329 -0.315 -0.328 0.10
H 1.5340 -4.3145 3.1638 0.437 0.308 0.231 0.08
H 0.9135 -3.2774 1.8708 0.128 0.542 -0.023 0.07
H 3.0212 1.3117 2.7751 -1.086 -0.165 0.164 0.06
H 4.5386 0.8349 3.2405 0.460 -0.083 0.560 0.08
H 3.3879 1.2190 4.5896 0.110 0.540 -0.297 0.09
```
Positions in Å, forces in eV/Å.

Properties
LUMO (eV): 0.498
Orbital gap (eV): 3.1716
HOMO (eV): -2.67
Spin multiplicity: 1
Energy above the lowest of the compared OMol25 structures with the same formula, charge and spin (kcal per mole): 26.1
Charge: -2

***

8.
Below is 2 unconnected molecules or ions with the total composition C8H15N4OP in a non-equilibrium geometry, with properties calculated with ωB97M-V/def2-TZVPD.

XYZ file:
```
29
Properties=species:S:1:pos:R:3:forces:R:3:lowdin_charge:R:1
C 1.7054 3.8713 -0.0733 0.978 2.733 1.574 -0.12
C 0.6080 3.6448 -0.8311 -1.072 0.267 -1.468 -0.14
C 1.9684 3.0401 1.0124 -1.480 -1.006 -1.009 -0.09
C -0.0310 2.4175 -0.7960 -0.797 -0.597 -1.617 -0.15
C 1.1393 1.9109 1.2195 2.679 -1.147 1.704 -0.13
C 0.3057 1.5333 0.1946 -2.005 -3.060 1.220 -0.14
C 0.0983 -3.9457 0.7354 1.592 -2.468 -2.505 -0.12
C 0.4760 -1.6467 -1.7112 1.384 -0.151 -1.529 -0.11
N -3.2985 0.0943 0.3341 3.633 4.585 -1.953 -0.02
N 0.8883 -2.7977 0.3758 -0.410 0.859 -1.581 -0.13
N -2.2323 -0.5207 -0.3873 0.554 -1.381 0.554 -0.24
N 0.0803 -1.8566 -0.3200 0.793 0.341 -1.061 -0.36
O -1.1587 -1.1457 1.8828 0.604 0.221 0.387 -0.31
P -0.8089 -0.7529 0.5134 -0.319 2.364 -1.392 0.69
H 2.1972 4.9084 -0.1540 -0.443 -1.914 0.097 0.13
H 0.1993 4.4172 -1.4856 0.440 -0.261 -0.141 0.11
H 2.7983 3.2316 1.6162 0.979 0.285 1.134 0.08
H -0.6906 2.1695 -1.6738 0.341 0.148 1.310 0.11
H 1.4122 1.2003 2.1360 -0.898 1.608 -2.118 0.14
H 0.9116 -4.7875 1.0031 -2.283 1.451 -0.751 0.12
H -0.5145 -3.7466 1.5340 -1.544 0.194 2.166 0.01
H -0.6433 -4.1770 -0.1929 2.196 0.099 2.112 0.14
H 1.2492 -2.4512 -2.0160 -1.071 1.438 0.900 0.11
H -0.3511 -1.8538 -2.3945 -0.252 0.232 0.123 0.06
H 0.9057 -0.6112 -2.0025 -0.599 -1.471 0.905 0.09
H -3.6507 -0.5705 0.9188 -0.870 -1.780 2.457 0.02
H -2.7057 0.8900 0.7949 -2.674 -1.585 0.018 0.11
H 1.3126 -2.2584 1.0921 0.506 -0.333 1.259 0.09
H -2.1707 -0.2070 -1.3248 0.039 0.330 -0.797 0.06
```
Positions in Å, forces in eV/Å.

Properties
LUMO (eV): 0.439
Orbital gap (eV): 9.1538
HOMO (eV): -8.71
Spin multiplicity: 1
Energy above the lowest of the compared OMol25 structures with the same formula, charge and spin (kcal per mole): 46.1
Charge: 0